1.
48
Properties=species:S:1:pos:R:3:forces:R:3:mulliken_charge:R:1 method="wB97M-V/def2-TZVPD" homo_ev=-11.64 gap_ev=5.2 total_charge=+1 multiplicity=1 relative_energy_kcal_mol=0.0
F -3.14392 2.37193 0.80550 0.3568 -1.8356 0.1453 -0.282
C -2.89132 1.03456 1.03195 0.1901 1.2989 -0.2281 0.309
C -3.98214 0.17309 1.13920 0.5804 -0.4398 -0.0399 -0.598
C -3.67895 -1.17876 1.33132 -1.0906 -0.8458 -0.2343 0.369
F -4.70378 -2.09278 1.30271 1.1905 1.1823 0.0896 -0.277
C -2.40020 -1.63558 1.56684 0.3227 0.2799 0.7747 -0.847
C -1.32065 -0.70316 1.61588 -1.1797 0.1136 -0.4613 1.146
C -0.10019 -1.18399 2.14166 0.1573 -0.3587 -2.4076 -1.141
C 1.17868 -0.62987 1.88113 1.4229 0.7210 0.5438 1.336
C 2.22506 -1.57494 1.68278 -0.6689 -0.0534 0.3440 -0.702
C 3.48118 -1.14313 1.31613 1.1090 -0.5451 -0.3731 0.199
F 4.45814 -2.08184 1.09483 -1.1630 1.1694 0.2784 -0.283
C 3.80987 0.20824 1.16336 -0.8072 -0.4815 0.0885 -0.676
C 2.77578 1.11915 1.39169 -0.0616 1.2335 0.0492 0.021
F 3.05311 2.46107 1.23942 -0.3358 -1.7258 0.2680 -0.291
C 1.48888 0.75628 1.77566 0.1621 -0.1728 -0.2478 -0.493
C -1.56958 0.62181 1.15049 -0.3526 0.0460 0.5873 -0.746
H -5.00211 0.52789 1.03520 0.1271 -0.0708 -0.0214 0.504
H -2.19036 -2.68162 1.78753 -0.3276 0.2144 0.0289 0.516
H -0.09959 -2.21458 2.50465 0.0337 0.1573 0.1216 0.443
H 1.98216 -2.62956 1.80124 0.3689 0.1499 0.0060 0.504
H 4.80229 0.52641 0.86982 -0.0647 -0.0051 0.0554 0.514
H 0.75329 1.52518 2.01633 0.5032 -0.2138 -0.0155 0.766
H -0.76858 1.32911 0.97131 -0.3556 -0.0522 0.0774 0.675
O 0.73439 -3.40858 4.23112 -0.1796 0.3617 0.7582 -0.674
C 0.65313 -3.00505 5.40307 0.4825 -0.8637 -0.7017 1.100
C 1.12864 -3.85682 6.56133 0.2817 0.0972 -0.1974 0.223
C 1.84933 -3.31585 7.64160 -0.3502 0.1625 0.1275 0.834
C 2.28915 -4.16409 8.66150 -0.1521 -0.0621 -0.2173 -0.836
C 1.99618 -5.52927 8.62759 -0.1012 0.1499 -0.0549 -0.487
C 1.28294 -6.06829 7.55300 0.2511 0.2201 0.0868 -0.681
C 0.90264 -5.23262 6.50710 -0.1983 -0.1208 0.0700 -0.635
C 2.10841 -1.83014 7.73034 0.1387 0.1802 0.1026 -1.007
C 0.85542 -0.98826 8.01878 -0.0310 0.2027 0.1730 -0.629
C -0.33115 -1.31495 7.10395 -0.4358 0.3590 0.1922 -0.893
C 0.06569 -1.72118 5.71582 -0.1919 -0.5525 -1.3775 0.128
N -0.45449 -1.02905 4.67971 -1.4942 3.4338 3.1004 0.967
N -1.04794 -0.03275 4.49138 1.6248 -3.0271 -0.8126 -1.239
H 2.85552 -3.73154 9.49029 -0.1720 -0.2242 -0.2386 0.361
H 2.31840 -6.16407 9.45132 -0.0701 0.0961 -0.2121 0.393
H 1.04090 -7.13172 7.52748 0.1145 0.3350 -0.0318 0.399
H 0.38894 -5.64178 5.64620 -0.0185 0.0128 0.0071 0.451
H 2.83140 -1.64289 8.53062 -0.0270 -0.0197 -0.1752 0.478
H 2.56384 -1.46274 6.80029 -0.0381 -0.1317 0.1343 0.362
H 0.52195 -1.13147 9.05746 0.1571 0.0157 -0.2563 0.342
H 1.10908 0.07778 7.91202 0.0278 -0.3148 0.0401 0.317
H -0.92984 -2.13009 7.54111 0.1828 0.1839 -0.1604 0.379
H -0.98757 -0.43908 7.01932 0.0816 -0.2600 0.2144 0.380



2.
55
Properties=species:S:1:pos:R:3:forces:R:3:mulliken_charge:R:1 method="wB97M-V/def2-TZVPD" homo_ev="-8.11 / -8.11" gap_ev="6.7 / 6.7" multiplicity=1 relative_energy_kcal_mol=107.7
Hf 0.36839 0.21814 0.16360 -0.7391 0.5178 1.0893 1.115
C -0.48795 1.10471 4.28103 0.1074 -0.0129 0.0909 -0.557
O 0.42513 0.13645 4.83152 -0.1984 -0.0156 -0.0423 -0.488
C 1.58926 -0.16491 4.21462 -0.0309 0.0222 0.2252 0.156
C 2.59797 -0.68003 5.01149 0.1395 -0.0567 0.1093 -0.555
C 3.83483 -1.05784 4.48931 -0.0686 0.0278 0.0538 -0.687
C 4.07696 -0.91409 3.14306 0.0808 -0.0585 0.0307 -1.067
C 3.06712 -0.42185 2.30790 0.2445 0.0115 -0.3742 0.533
C 3.36832 -0.27214 0.89422 0.0405 0.0826 0.2144 0.080
N 2.49801 0.04806 0.00283 0.8622 0.3457 -0.7938 0.321
N 2.93338 0.24085 -1.32912 0.1437 -0.2023 0.4311 -0.904
C 1.99529 0.78799 -2.04159 0.0138 0.0733 -0.0070 0.646
O 0.81453 1.15443 -1.54291 1.1933 0.2667 -0.9637 -0.812
C 2.22988 0.99849 -3.48677 -0.1553 0.0963 0.1383 0.472
C 1.18620 1.48089 -4.26863 -0.0299 0.0501 -0.1244 -0.424
C 1.36856 1.66392 -5.63280 0.0163 -0.0160 0.0691 -0.654
C 2.59553 1.37307 -6.21006 0.0118 -0.0141 0.0015 -0.381
C 3.64262 0.89994 -5.42565 -0.0151 0.0068 0.0056 -0.606
C 3.46341 0.70911 -4.06676 0.0257 -0.0259 -0.0158 -0.314
C 1.81763 -0.05150 2.84025 0.0820 0.1617 -0.3701 0.977
O 0.86397 0.40577 2.03046 0.6895 -0.1386 1.1587 -1.358
H -1.17419 1.33627 5.08812 -0.0046 0.0057 0.0725 0.287
H -1.04698 0.71409 3.43742 -0.0401 -0.0286 -0.0106 0.140
H 0.04037 2.00818 3.98080 0.0239 0.0169 -0.0175 0.288
H 2.38902 -0.77505 6.07069 0.0295 0.0015 -0.0424 0.454
H 4.59974 -1.44990 5.14604 -0.0304 0.0133 -0.0056 0.389
H 5.03463 -1.18580 2.71316 -0.0497 0.0097 0.0398 0.389
H 4.39400 -0.40786 0.55742 0.0368 -0.0423 0.0588 0.452
H 0.23668 1.71136 -3.80382 0.0379 -0.0082 -0.0145 0.399
H 0.55361 2.03398 -6.24165 0.0189 -0.0075 0.0165 0.403
H 2.73839 1.51279 -7.27437 0.0063 0.0059 0.0234 0.382
H 4.60093 0.67848 -5.87744 -0.0168 -0.0014 0.0007 0.385
H 4.26723 0.33480 -3.44654 -0.0357 0.0189 -0.0256 0.434
O -5.07266 1.62229 -0.95039 -0.0126 0.0313 -0.0294 -0.582
C -4.39626 0.75298 -0.50331 -0.0054 -0.1303 0.0343 -0.182
C -4.32448 -1.57522 -0.17655 -0.2574 0.0950 0.2433 0.247
O -4.60009 -2.72928 -0.40161 0.1230 -0.0387 0.0588 -0.636
C -1.43824 -1.31724 -0.47244 -0.0874 0.2431 0.0229 1.019
C -2.16441 0.31042 0.34079 -0.0642 0.3336 0.0463 1.382
O -1.26745 1.33710 0.38269 -1.2753 -0.2399 0.0076 -0.864
C -3.73930 0.55964 0.90168 0.2865 -0.0259 -0.3048 1.206
O -3.81613 1.29567 1.88607 -0.1090 0.0129 0.0857 -0.780
O -0.22892 -1.44045 -0.88767 -0.9129 -1.3579 -0.6524 -0.645
N -4.42943 -0.76113 -2.55237 -0.0597 0.0956 -0.0678 -0.756
C -3.96931 -0.54508 -1.22674 0.0860 0.0344 0.2619 1.045
C -2.42842 -0.42387 -1.10091 0.1162 -0.1006 -0.1204 -1.019
N -1.53679 -0.99719 0.92827 -0.3695 -0.0597 -0.3790 -0.212
C -2.19158 -1.71105 1.99865 0.4470 0.1386 -0.0764 -0.272
C -3.50604 -1.67293 2.07151 -0.4600 0.1135 -0.1295 -0.953
N -4.16461 -0.95225 1.04198 0.0586 -0.2963 0.1287 -0.062
H -5.06204 -0.01436 -2.82365 0.0052 -0.0307 0.0066 0.306
H -4.90769 -1.65255 -2.61873 0.0446 -0.0091 0.0016 0.307
H -2.02377 0.06029 -1.98496 0.0255 0.0363 -0.1311 0.582
H -1.54411 -2.18692 2.71975 0.0390 0.0451 -0.0080 0.515
H -4.07077 -2.12964 2.87214 -0.0083 0.0038 -0.0211 0.458



3.
52
Properties=species:S:1:pos:R:3:forces:R:3:mulliken_charge:R:1 method="wB97M-V/def2-TZVPD" homo_ev=-14.02 gap_ev=6.2 total_charge=+2 multiplicity=1
Lu 0.90100 -0.70576 -0.00138 2.1231 -0.0200 0.0034 1.961
C 3.24547 3.70314 0.00062 1.8452 -0.2502 0.0015 -0.362
C 3.02244 2.30832 0.00062 -1.1982 -0.0530 -0.0081 -0.254
N 1.75961 1.81448 0.00062 0.0752 1.2075 -0.0026 -0.357
C 0.76358 2.76931 0.00062 1.9667 -0.4284 0.0038 -0.059
C 1.04820 4.14192 0.00062 -0.1607 -0.6084 0.0002 -0.239
N 2.29212 4.60433 0.00062 -0.3460 -0.0699 0.0007 -0.496
C -0.58502 2.26964 0.00062 -2.5273 1.2327 0.0003 0.729
C -1.65208 3.18998 0.00062 1.2405 0.7917 0.0013 0.163
C -2.96161 2.77149 0.00062 -0.7881 -0.2134 -0.0093 1.649
C -3.20828 1.39161 -0.00138 1.6193 -1.4334 0.0067 -0.169
C -2.10987 0.49080 -0.00138 -1.1526 3.1610 0.0082 0.095
N -0.83564 0.96820 0.00062 0.6382 -1.8887 -0.0094 -0.781
C -2.32338 -0.92285 -0.00138 -0.2567 -3.8357 -0.0002 -0.017
C -3.61686 -1.57975 -0.00138 1.7883 0.5754 -0.0002 -0.256
N -3.71257 -2.89615 -0.00138 -0.9268 -0.0405 0.0050 -0.476
C -2.65796 -3.67929 0.00062 0.8317 0.2796 -0.0068 -0.482
C -1.38291 -3.11239 0.00062 0.6138 0.0985 -0.0077 0.039
N -1.19223 -1.75873 -0.00138 -1.6246 -0.1420 0.0078 -0.561
C -4.09304 3.71453 0.00062 -1.0800 0.0455 -0.0097 0.734
C -5.42075 3.23956 0.00062 1.3342 2.1781 0.0056 -0.705
C -6.44402 4.16829 0.00062 -1.1073 0.0563 -0.0124 -0.429
N -6.30056 5.48875 -0.00138 1.5855 0.5343 0.0100 -0.539
C -5.02413 5.95743 -0.00138 -0.9127 -1.5890 -0.0037 -0.516
C -3.92787 5.09808 -0.00138 0.7178 0.4991 0.0116 -0.393
H 4.30077 4.09237 0.00062 -1.1744 -0.5425 -0.0004 0.377
H 3.84531 1.60428 -0.00138 -0.1304 -0.0469 0.0054 0.470
H 0.24741 4.87897 0.00062 0.4502 -0.1184 -0.0003 0.557
H -1.41257 4.27945 0.00062 -0.5185 -1.3540 0.0012 -0.177
H -4.20482 0.97046 -0.00138 0.1691 0.2623 -0.0031 0.239
H -4.58066 -1.07157 -0.00138 0.4375 0.2142 -0.0017 0.511
H -2.79731 -4.76601 0.00062 0.0233 0.4687 0.0023 0.413
H -0.50251 -3.79767 0.00062 -0.5176 0.9571 0.0017 0.372
H -5.64739 2.23113 0.00062 -0.5395 -1.7360 0.0030 0.401
H -7.48911 3.83594 0.00062 0.4323 -0.0249 0.0013 0.377
H -4.86656 7.01482 -0.00138 -0.1442 0.4804 -0.0030 0.411
H -2.92569 5.55302 -0.00138 -0.6024 -0.2119 -0.0010 0.288
O 3.01419 -0.80198 -0.00138 0.4003 -0.5361 0.0063 -0.534
N 4.01443 -1.73317 0.00062 -3.4678 -1.9462 -0.0085 -0.397
N 3.47083 -2.92461 0.00062 -1.3837 0.3165 0.0023 0.833
O 2.12141 -3.20012 0.00062 2.0157 2.8075 -0.0032 -0.709
C 4.31737 -4.12195 0.00062 0.1827 0.6645 0.0016 0.562
C 5.69295 -3.92315 0.00062 0.1125 -1.3200 -0.0004 -0.297
C 6.48469 -5.05581 0.00062 -0.4295 -0.6286 0.0000 -0.597
C 5.93910 -6.34226 0.00062 -0.4736 -0.9709 0.0003 -0.386
C 4.55568 -6.55571 0.00062 0.1573 2.3473 -0.0003 -0.663
C 3.73670 -5.38404 0.00062 0.4911 -1.0388 0.0005 -0.327
H 6.17443 -2.97941 0.00062 0.0327 0.8094 -0.0001 0.464
H 7.54694 -4.98244 0.00062 0.6033 0.2714 0.0000 0.405
H 6.57484 -7.24490 0.00062 -0.1514 0.7837 0.0000 0.355
H 4.14072 -7.55247 0.00062 -0.1238 0.0925 0.0000 0.405
H 2.66523 -5.45815 0.00062 -0.1500 -0.0874 0.0001 0.369



4.
58
Properties=species:S:1:pos:R:3:forces:R:3:mulliken_charge:R:1 method="wB97M-V/def2-TZVPD" homo_ev=-10.72 gap_ev=7.0 total_charge=+1 multiplicity=1 relative_energy_kcal_mol=0.0
Al -0.67813 -0.36363 -0.00145 0.2364 0.4928 -0.0191 -0.720
C -1.99543 -0.67903 4.04375 0.0217 0.0234 -0.1029 -1.168
C -0.91563 -0.30793 4.84335 -0.0106 -0.0609 -0.2939 -0.404
C 0.28667 -0.07503 4.22725 -0.1934 0.0457 -0.1027 -0.759
C 0.39897 -0.16103 2.82685 -0.6584 -0.0709 0.5570 0.344
N -0.68433 -0.39873 2.05065 0.2619 0.0884 -0.0034 0.506
C -1.82833 -0.70913 2.67875 -0.4200 -0.0518 0.4358 0.003
N 1.66087 -0.07573 2.36205 1.2659 0.0447 -0.4474 -0.509
C 2.01867 -0.16353 1.13185 -0.3557 0.1384 0.6193 -0.006
N 1.22157 -0.14743 0.01425 -0.2002 -0.3371 -0.0301 0.372
C 2.02757 -0.18273 -1.09515 -0.3372 0.0756 -0.5932 0.000
N 1.68207 -0.11113 -2.33005 1.2808 0.0441 0.4567 -0.519
C 0.42567 -0.18213 -2.80995 -0.6823 -0.0638 -0.5890 0.378
C 0.33187 -0.07723 -4.21045 -0.2145 0.0452 0.1113 -0.735
C -0.86633 -0.28393 -4.84315 -0.0026 -0.0668 0.2824 -0.425
C -1.95813 -0.65903 -4.06185 0.0115 0.0115 0.1091 -1.131
C -1.80673 -0.71633 -2.69575 -0.3928 -0.0498 -0.4288 0.016
N -0.66853 -0.41983 -2.04975 0.2979 0.0896 -0.0359 0.521
C 3.42577 -0.22193 -0.67675 0.4231 -0.0012 0.8631 0.702
C 4.60637 -0.28083 -1.39095 -0.1741 0.0344 0.0248 -0.534
C 5.78717 -0.33993 -0.66275 -0.0135 0.0010 -0.1604 -0.717
C 5.78237 -0.33933 0.72595 -0.0214 0.0060 0.1548 -0.703
C 4.59707 -0.27223 1.44705 -0.1597 0.0408 -0.0185 -0.536
C 3.42077 -0.21223 0.72595 0.4101 -0.0255 -0.8728 0.716
H -2.94153 -0.94743 4.48315 -0.1361 -0.0300 -0.0536 0.487
H -1.01303 -0.24763 5.91625 0.0010 -0.0048 0.0885 0.456
H 1.17987 0.15057 4.78605 0.0987 0.0080 -0.0314 0.551
H -2.64633 -1.01973 2.04885 -0.0073 0.0354 0.1085 0.616
H 1.23497 0.14437 -4.75395 0.1049 0.0143 0.0172 0.555
H -0.95043 -0.20253 -5.91565 -0.0058 -0.0075 -0.0938 0.453
H -2.90213 -0.91043 -4.51605 -0.1280 -0.0348 0.0511 0.483
H -2.63233 -1.04123 -2.08315 -0.0069 0.0580 -0.0824 0.610
H 4.60097 -0.28383 -2.46885 0.0086 -0.0208 -0.1296 0.577
H 6.72697 -0.39193 -1.18975 0.1130 -0.0108 -0.0279 0.450
H 6.71917 -0.39523 1.25785 0.1089 -0.0011 0.0381 0.447
H 4.58727 -0.27183 2.52515 0.0003 -0.0092 0.1207 0.574
N -3.81933 -1.94893 -0.05505 0.2365 -0.3202 0.0138 0.110
C -3.78413 -0.61983 -0.02065 -0.5678 0.3899 -0.0410 -0.584
N -2.68413 0.11387 -0.01245 0.2907 -0.5520 -0.0018 1.764
C -2.98833 1.45637 0.00065 -1.2318 0.4673 0.0097 -0.796
C -4.31343 1.74897 0.00585 0.4348 -0.2943 0.0073 -0.649
S -5.25723 0.30637 -0.00465 0.5561 -0.1764 -0.0004 -0.221
C -1.89823 2.39457 -0.00765 0.0427 1.3889 -0.0060 -0.138
C -1.99933 3.74997 -0.00915 0.1106 -0.5074 0.0091 -0.595
S -0.43793 4.46807 -0.03965 0.0430 -0.6054 0.0009 -0.216
C 0.26447 2.86187 -0.05195 -0.3054 0.5583 0.0037 0.533
N -0.61853 1.88427 -0.03015 -0.1482 -0.4713 0.0124 0.719
N 1.59197 2.76227 -0.08695 0.3733 -0.0759 0.0016 -0.237
H -2.95493 -2.47623 -0.02095 -0.2575 -0.0662 0.0035 -0.100
H -4.69673 -2.43953 -0.06215 0.0761 -0.0819 0.0208 0.205
H -4.79643 2.70337 0.01235 -0.0208 0.2541 0.0020 0.492
H -2.87433 4.36697 0.00395 -0.2265 0.0418 0.0048 0.467
H 2.15787 3.59277 -0.10055 0.0028 -0.0919 0.0021 0.177
H 2.04277 1.86497 -0.08865 0.0126 0.1387 0.0077 0.060
Cl 1.55597 -3.16543 0.18645 0.4121 -0.3713 -0.0006 -0.288
Si -0.47763 -2.87733 0.02735 0.0400 -0.0153 0.0646 -0.016
Cl -1.02583 -3.99723 -1.63355 -0.1656 -0.0183 -0.1185 -0.322
Cl -1.22193 -3.95323 1.64775 -0.2318 -0.0417 0.0827 -0.316



Number 1: E -1508.59787 Ha. Number 2: E -1848.50266 Ha. Number 3: E -2748.25288 Ha. Number 4: E -4127.28642 Ha.